A molecular structure, C4H6NaO2 in a non-equilibrium geometry. Source: the OMol25 dataset; level of theory: ωB97M-V/def2-TZVPD.

Each line ends with the Löwdin charge.
Element x y z (Å)
Na  -0.261  -1.883  1.436  0.57
O  2.338  0.834  -1.258  -0.18
O  -2.245  -0.892  1.406  -0.43
C  1.775  -0.038  -0.264  -0.45
C  0.379  -0.354  -0.437  -0.31
C  -0.655  0.392  0.051  -0.16
C  -2.056  -0.183  0.222  -0.52
H  2.677  1.620  -0.824  0.04
H  1.429  -1.026  -1.209  0.16
H  2.077  0.453  0.685  0.05
H  -2.256  -0.832  -0.670  0.08
H  -0.418  1.245  0.720  0.09
H  -2.784  0.663  0.142  0.08

Summary:
Electronic energy: -468.57065 Ha
Charge: -1
LUMO level: 2.14 eV
Kohn-Sham gap: 3.57 eV
ΔE to the lowest compared entry with this formula, charge and spin: 1.068 eV
E_HOMO: -1.4 eV
M: 109.080 g mol⁻¹